A gas-phase ion, C8H12 (charge -1) in a non-equilibrium geometry. Source: the OMol25 dataset; level of theory: the ωB97M-V functional and the def2-TZVPD basis.

The HOMO-LUMO gap (spin up / spin down) is 3.950 / 7.374 eV. As for the expectation value of S²: 0.769. Its total energy is -311.9049 Ha.

Structure (ORCA input):
```
! RIJCOSX wB97M-V def2-TZVPD def2/J DEFGRID3
* xyz -1 2
C 1.8336 -0.9928 1.3890
C 0.7027 -0.7214 0.6616
C -0.2097 -1.6683 0.0695
C 0.0697 -2.7062 -0.7683
C 0.3561 0.6681 0.2909
C 1.3029 1.4536 -0.2817
C -1.0549 1.1247 0.4662
C -1.8301 1.6089 -0.7673
H -1.2523 -1.3767 0.2394
H -2.4281 2.5053 -0.6644
H -1.0919 1.9142 1.2129
H 2.4951 -0.2085 1.7413
H 2.3669 1.2667 -0.3341
H -0.7173 -3.4147 -0.9997
H 2.4714 -1.8758 1.3917
H -2.3996 0.7638 -1.1640
H 1.0929 -2.8663 -1.0859
H 1.0720 2.3395 -0.8820
H -1.6579 0.4227 1.0484
H -1.1215 1.7632 -1.5634
*
```

=====

A single C2H3N3O molecule. Source: the OMol25 dataset; level of theory: the ωB97M-V functional and the def2-TZVPD basis.

As for the SMILES: CN=C=NN=O. The HOMO-LUMO gap is 9.684 eV. Its total energy is -317.3891 Ha.

Structure (ORCA input):
```
! RIJCOSX wB97M-V def2-TZVPD def2/J DEFGRID3
* xyz 0 1
O 3.0038 -0.2844 0.5154
N -0.3777 -0.4138 -0.1362
N 1.6669 0.6199 -0.9793
N 2.9204 0.5297 -0.3608
C 0.6444 0.0865 -0.4670
C -1.7500 -0.2306 0.2302
H -1.8964 0.6911 0.8026
H -2.0956 -1.0819 0.8172
H -2.3391 -0.1839 -0.6897
*
```

=====

A single C4H9NO molecule. Source: the OMol25 dataset; level of theory: the ωB97M-V functional and the def2-TZVPD basis.

The HOMO-LUMO gap is 8.645 eV. Its total energy is -287.6565 Ha.

Structure (ORCA input):
```
! RIJCOSX wB97M-V def2-TZVPD def2/J DEFGRID3
* xyz 0 1
O 1.1016 -1.2845 0.3813
N 0.0782 -0.0597 -1.1868
C 1.2402 -0.5008 -0.6547
C 2.1791 0.0496 0.8059
C -1.2488 -0.4298 -0.7057
C -1.7829 0.5396 0.3443
H -1.1182 0.5522 1.2143
H 2.0251 1.1129 0.5948
H 0.1466 0.5348 -1.9982
H -1.8513 1.5582 -0.0535
H -1.1738 -1.4342 -0.2800
H 1.9192 -0.1277 1.8561
H -2.7806 0.2371 0.6808
H 3.1881 -0.2671 0.5690
H -1.9226 -0.4806 -1.5677
*
```

=====

A molecular structure, C22H36AsIrN2O8PTe. Source: the OMol25 dataset; level of theory: the ωB97M-V functional and the def2-TZVPD basis.

The HOMO-LUMO gap (spin up / spin down) is 7.704 / 7.806 eV. As for the expectation value of S²: 6.013. Its total energy is -4520.6457 Ha.

Structure (ORCA input):
```
! RIJCOSX wB97M-V def2-TZVPD def2/J DEFGRID3
* xyz 1 5
Ir 0.0382 -1.2213 -0.5024
Te -2.7158 -1.6609 -0.5205
As 0.7716 -0.0517 2.8349
P 0.2622 0.9023 -1.2478
O 0.0564 -0.9948 1.6382
O 2.4185 -1.6782 -0.1449
O 0.3171 -3.5438 0.4667
O 3.7300 -2.9517 1.2352
O 1.1963 1.1557 -2.5302
O -1.0453 1.7009 -1.7124
O 1.2904 -3.7374 2.5399
O 0.8073 1.8879 -0.1116
N 1.0267 -4.0988 -3.6829
N 0.4744 -2.4405 -2.3776
C 1.0010 3.3099 -0.3457
C 0.8629 -3.0069 -4.5023
C -3.1008 -1.1537 3.7231
C -3.8433 1.2041 2.4762
C 3.1277 0.8472 -3.9046
C -3.4622 0.1065 1.7055
C 2.4562 3.6242 -0.5986
C -0.2188 1.5647 3.0752
C -2.7497 -2.3017 1.5169
C -1.6568 1.5395 -3.0089
C -3.1028 -1.0836 2.3303
C 2.5018 0.5191 -2.5739
C 2.5962 0.3516 2.4279
C -3.8503 1.1252 3.8580
C 0.5209 -1.9841 -3.6788
C -1.2881 2.6885 -3.9166
C 1.0940 -3.4694 1.4027
C 2.7778 -2.5106 0.6819
C -3.4675 -0.0566 4.4843
C 0.7835 -3.7208 -2.4177
C 0.7038 -1.0369 4.4693
C -3.4489 0.2093 0.2007
H -1.2242 1.3008 3.4014
H 2.3775 -0.5549 -2.4335
H -0.2611 2.0891 2.1237
H -0.3426 -1.1960 4.7231
H 2.5911 4.7058 -0.6350
H -3.4745 -0.1264 5.5643
H -1.8027 2.5840 -4.8726
H -4.1368 2.1244 1.9854
H -2.7309 1.5080 -2.8250
H 2.7914 3.2102 -1.5486
H -1.3595 0.5800 -3.4396
H 3.1047 0.8920 -1.7435
H 1.1978 -1.9936 4.3129
H -1.7631 -2.6897 1.7595
H 2.6420 0.7466 1.4158
H 1.2905 -5.0258 -3.9720
H 0.8382 -4.3693 -1.5611
H -4.4466 0.3712 -0.2052
H -0.2149 2.7037 -4.0985
H 3.2328 1.9250 -4.0301
H -2.7904 0.9988 -0.1557
H 0.2683 2.1823 3.8292
H 0.6452 3.8025 0.5592
H -1.5882 3.6367 -3.4709
H 2.5199 0.4623 -4.7243
H 4.1172 0.3945 -3.9687
H -3.4913 -3.0914 1.6237
H 1.0014 -3.0575 -5.5670
H 0.3679 3.6253 -1.1747
H 2.9628 1.0869 3.1437
H -4.1547 1.9799 4.4474
H 3.1889 -0.5589 2.5019
H 3.0849 3.2320 0.2016
H 0.3229 -0.9551 -3.9235
H 1.1977 -0.4728 5.2596
H -2.8262 -2.0837 4.2077
*
```

=====

- Which formula does entry 2 have?
  C2H3N3O

=====

- What is the formula in the fourth record?
  C22H36AsIrN2O8PTe